1.
C24H22BF6N5O6S8V | the ωB97M-V functional and the def2-TZVPD basis

Geometry as XYZ:
```
73
Properties=species:S:1:pos:R:3:forces:R:3
V 0.29329 1.23390 0.83555 0.2 0.5 0.4
S 6.23069 -1.37675 -0.48340 0.0 0.0 0.0
C 4.98693 -0.85914 0.46134 0.0 0.0 0.0
S 3.38058 -1.52601 0.36349 -0.1 0.0 -0.1
C 2.82775 -0.36938 1.52827 0.1 0.0 0.1
N 3.74433 0.41069 1.97719 0.0 0.0 0.0
N 4.95154 0.12564 1.40524 0.1 0.0 0.0
C 6.06947 0.90320 1.85897 0.0 0.0 0.0
C 7.28974 0.29327 2.10273 0.0 0.0 0.1
C 8.34538 1.06278 2.56742 0.0 0.0 0.0
C 8.18015 2.42131 2.79147 0.0 0.0 0.0
C 6.94841 3.01470 2.55420 0.0 0.0 0.0
C 5.88621 2.25863 2.08615 0.1 0.0 -0.1
S 1.18805 -0.28449 2.18933 0.2 -0.1 -0.2
H 7.41388 -0.76510 1.93141 0.0 0.0 0.0
H 9.30011 0.59114 2.75855 0.0 0.0 0.0
H 9.00858 3.01614 3.15287 0.0 0.0 0.0
H 6.81004 4.07345 2.72878 0.0 0.0 0.0
H 4.92584 2.71026 1.89542 -0.1 0.0 0.0
F -0.43477 6.03079 -0.93375 0.0 0.0 0.0
C -1.06182 4.87777 -1.06332 0.0 0.1 0.0
F -2.07599 4.80951 -0.21756 0.0 0.0 0.0
F -1.48866 4.71924 -2.30232 0.0 0.0 0.0
S 0.08485 3.49763 -0.63695 0.0 -0.3 -0.2
O 0.49668 3.57721 0.76362 -0.1 -0.1 -0.1
O -0.69654 2.25703 -0.80900 0.1 0.3 -0.2
N 1.24612 3.66841 -1.65198 0.0 0.0 0.2
S 2.47679 2.71524 -1.25642 0.0 0.1 -0.1
O 3.56538 3.39206 -0.64675 0.0 0.0 0.0
O 1.96967 1.49847 -0.60345 0.0 0.0 0.4
C 3.04141 2.14778 -2.92202 -0.1 -0.1 0.0
F 3.10415 3.18597 -3.74030 0.0 0.0 0.0
F 2.19230 1.24962 -3.39916 0.0 0.0 0.0
F 4.23748 1.60675 -2.77947 0.0 0.0 0.0
C 0.11955 -2.60367 -2.96910 0.0 0.0 0.1
C -0.38286 -2.31898 -1.56881 -0.1 0.0 0.0
C -0.23222 -3.54412 -0.67796 0.0 0.1 0.0
O 0.46516 -1.26832 -0.97617 -0.3 0.0 -0.1
B -0.37514 -0.51681 -0.21610 0.2 0.0 -0.1
O -1.69309 -0.81105 -0.34191 0.2 0.0 0.4
C -1.80967 -1.67327 -1.49620 0.1 -0.3 -0.3
C -2.11679 -0.76260 -2.67305 -0.1 0.0 -0.1
C -2.95016 -2.64329 -1.25416 0.1 -0.1 0.1
H 1.13599 -2.99370 -2.91535 0.0 0.0 0.0
H 0.13010 -1.70419 -3.58093 0.0 0.0 0.0
H -0.50948 -3.35306 -3.45372 0.0 0.0 0.0
H 0.82006 -3.82594 -0.64091 0.0 0.0 0.0
H -0.80055 -4.38872 -1.06690 0.0 0.0 0.0
H -0.56820 -3.33428 0.33840 0.0 0.0 0.0
H -1.31205 -0.04564 -2.84022 0.0 0.0 0.0
H -3.03279 -0.20927 -2.45757 0.0 0.0 -0.1
H -2.26824 -1.34042 -3.58545 0.0 0.0 0.0
H -2.85320 -3.14461 -0.28718 0.0 0.1 -0.1
H -2.96827 -3.40062 -2.04019 0.0 0.0 0.0
H -3.90259 -2.10917 -1.27479 0.0 0.0 0.0
S -5.70823 0.52748 -1.53120 -0.1 0.0 -0.1
C -4.68834 0.58951 -0.23908 0.1 0.1 0.3
S -3.33770 1.68188 -0.15283 -0.4 0.0 0.0
C -2.82810 0.94337 1.33141 -0.4 0.3 0.0
N -3.61299 0.02697 1.76504 -0.1 0.1 -0.1
N -4.66873 -0.15377 0.90238 0.1 0.0 0.0
C -5.61369 -1.16121 1.27429 0.1 0.0 0.0
C -5.13560 -2.30701 1.89460 0.0 -0.1 0.0
C -6.03057 -3.28834 2.28805 0.0 0.0 0.0
C -7.39058 -3.12569 2.06447 0.0 0.0 0.0
C -7.85473 -1.96893 1.45598 0.0 0.0 0.0
C -6.97067 -0.97673 1.06042 0.0 0.0 0.0
S -1.42649 1.43169 2.26041 0.0 -0.3 0.1
H -4.07509 -2.41281 2.07609 0.0 0.0 0.0
H -5.66111 -4.18278 2.77139 0.0 0.0 0.0
H -8.08677 -3.89556 2.36979 0.0 0.0 0.0
H -8.91465 -1.82930 1.29007 0.0 0.0 0.0
H -7.32955 -0.07472 0.59084 0.0 0.0 0.0
```
Positions in Å, forces in eV/Å.

Results
lowest unoccupied orbital energy (alpha / beta): -0.072 / -0.047 hartree
strongest force on any atom: 0.0131 hartree/bohr
calculated total energy: -6406.59719 a.u.
HOMO level (alpha / beta): -8.22 / -8.22 eV
energy relative to the best compared isomer or geometry (same formula, charge and spin): 4.25 kcal/mol
2S+1: 2
Kohn-Sham gap (alpha / beta): 6.3 / 6.9 eV
expectation value of S²: 0.797

***

2.
C24H22BN2O5Sr | the ωB97M-V functional and the def2-TZVPD basis

Geometry as XYZ:
```
55
Properties=species:S:1:pos:R:3:forces:R:3
Sr -0.36272 0.02418 0.38985 -2.5 -0.1 0.1
O -0.55476 -4.42752 0.12398 0.0 -0.1 0.0
C 0.77933 -4.68344 -0.00433 -0.1 0.0 0.0
C 1.22291 -6.00204 0.11881 0.1 0.1 0.0
C 2.56725 -6.31540 0.03144 0.0 0.0 0.0
C 3.49159 -5.30188 -0.17748 -0.1 0.1 0.0
C 3.04246 -3.99583 -0.30375 0.0 0.1 0.0
C 1.69190 -3.64651 -0.23240 -0.1 0.1 -0.1
C 1.27805 -2.19547 -0.40124 0.1 -0.1 -0.1
O 0.05380 -1.90684 -0.64486 0.9 -1.6 -0.6
N 2.28315 -1.34306 -0.27437 0.0 0.2 0.0
N 1.83717 -0.01938 -0.34943 1.0 -0.5 -0.4
C 2.70269 0.91224 -0.40980 -0.1 0.4 0.0
C 2.35417 2.34306 -0.42203 0.2 -0.3 0.0
C 3.41965 3.25056 -0.47364 0.0 -0.1 0.0
C 3.23499 4.61805 -0.47740 -0.2 0.0 0.0
C 1.92059 5.10072 -0.42441 0.1 -0.1 0.0
C 0.84686 4.23674 -0.37554 0.1 0.0 0.0
C 1.00907 2.82936 -0.37561 -0.3 -0.3 -0.1
O -0.02570 2.03732 -0.33416 0.9 2.2 -0.6
H -0.98559 -5.26952 0.30896 0.0 0.1 0.0
H 0.49068 -6.78481 0.29358 0.0 0.0 0.0
H 2.88756 -7.34562 0.13097 0.0 0.0 0.0
H 4.55025 -5.52349 -0.23980 0.0 0.0 0.0
H 3.74146 -3.18548 -0.46157 0.0 0.0 0.0
H 3.76145 0.64976 -0.44459 0.1 0.0 0.0
H 4.42789 2.84526 -0.50760 0.0 0.0 0.0
H 4.08099 5.29328 -0.51524 0.0 0.0 0.0
H 1.74177 6.17042 -0.41930 0.0 0.0 0.0
H -0.17019 4.60688 -0.33232 0.0 0.0 0.0
C 2.23594 -1.96182 8.49182 0.0 0.0 0.0
C 1.09688 -0.97914 8.77217 0.0 0.0 -0.1
C 0.05925 -1.68557 9.65397 -0.1 -0.1 0.0
C 1.67436 0.20973 9.55035 0.1 0.1 0.0
C 0.43431 -0.48579 7.47595 0.1 -0.1 -0.1
C -0.61061 0.43917 7.53950 -0.1 0.1 -0.1
C -1.25601 0.91667 6.39178 0.0 0.0 0.2
C -0.82570 0.44051 5.17289 -0.5 0.4 -0.4
O -1.27936 0.73101 3.91449 0.2 -0.2 0.0
B -0.50155 -0.04171 2.94717 0.0 0.0 2.8
O 0.43137 -0.78908 3.78818 -0.3 0.2 0.0
C 0.19943 -0.46998 5.09544 0.4 -0.4 -0.4
C 0.84366 -0.94789 6.21572 0.1 0.0 0.2
H 2.68260 -2.28341 9.43757 0.0 0.0 0.0
H 3.02371 -1.50420 7.88700 -0.1 0.0 0.0
H 1.88138 -2.85388 7.96886 0.0 0.1 0.0
H 0.52286 -2.04302 10.58095 0.0 0.0 -0.1
H -0.36923 -2.54388 9.12923 0.0 0.0 0.0
H -0.76089 -1.01338 9.92068 0.1 -0.1 0.0
H 2.15644 -0.13438 10.47274 0.0 0.0 -0.1
H 0.89609 0.92748 9.82291 0.1 -0.1 0.0
H 2.41912 0.73766 8.94849 0.0 0.0 0.0
H -0.94017 0.80639 8.50726 0.0 0.0 -0.1
H -2.06323 1.63681 6.45728 0.0 0.0 0.0
H 1.64890 -1.66107 6.09826 -0.1 0.0 0.0
```
Positions in Å, forces in eV/Å.

Results
lowest unoccupied orbital energy: 0.095 hartree
strongest force on any atom: 0.0540 hartree/bohr
calculated total energy: -1469.20007 a.u.
HOMO level: -4.41 eV
energy relative to the best compared isomer or geometry (same formula, charge and spin): 19.01 kcal/mol
2S+1: 1
charge: -1
Kohn-Sham gap: 7.0 eV

***

3.
C24H22Br2IN3ORuS4 | the ωB97M-V functional and the def2-TZVPD basis

Geometry as XYZ:
```
58
Properties=species:S:1:pos:R:3:forces:R:3
Ru -1.02049 0.17385 0.66116 0.3 -0.8 0.5
C 1.59745 4.27723 2.83266 0.1 0.0 0.2
N 1.08527 4.14128 1.48268 -0.1 -0.2 -0.2
C 1.31684 5.01046 0.43932 0.0 0.0 -0.1
C 0.67987 4.53291 -0.63719 0.1 0.2 0.0
N 0.03677 3.34740 -0.25931 0.2 -0.1 0.2
C 0.29852 3.12272 1.07359 0.0 0.1 0.0
S -0.20927 1.92849 2.14635 -0.2 0.0 0.2
C -0.78197 2.62968 -1.15886 -0.2 -0.2 -0.1
C -0.73292 2.96043 -2.50977 0.1 0.1 0.0
C -1.67425 2.44196 -3.37564 -0.1 -0.1 0.2
C -2.66990 1.61817 -2.86880 0.0 0.1 -0.1
C -2.58876 1.25376 -1.54772 -0.1 -0.1 -0.1
N -1.63245 1.69402 -0.70267 0.1 0.3 -0.4
H 2.16100 5.20359 2.89569 0.0 0.0 0.0
H 2.24395 3.43637 3.08070 0.0 0.0 -0.1
H 0.77617 4.29865 3.54709 0.0 0.0 0.0
H 1.91455 5.89786 0.54928 0.0 0.0 0.0
H 0.58433 4.97008 -1.61128 0.0 0.0 0.0
H 0.04751 3.60136 -2.88912 -0.1 0.0 0.0
H -1.63884 2.68219 -4.42913 0.0 0.0 0.0
H -3.45941 1.22869 -3.49386 0.0 0.0 0.0
H -3.29713 0.55337 -1.12819 0.0 0.0 0.0
Br -4.27166 1.55620 1.76154 0.0 -0.1 0.0
C -4.49324 -0.10630 2.70567 0.2 -0.2 0.0
Br -2.85987 -1.16638 2.70516 -0.3 0.3 0.0
H -5.26296 -0.67594 2.20386 0.0 0.0 0.0
H -4.75595 0.11410 3.73109 0.1 0.0 0.0
O -0.04709 -1.28407 1.50740 -0.4 0.6 0.0
C 0.66496 -1.85917 0.44336 0.2 -0.6 -0.9
C 1.37581 -0.69660 -0.27066 0.2 -0.2 -0.1
C 2.13721 0.22219 0.41120 -0.1 0.0 -0.1
C 2.77601 1.16247 -0.43232 0.0 0.1 0.1
C 2.50876 0.94381 -1.74884 -0.1 -0.2 -0.2
S 1.50028 -0.42098 -1.97721 0.0 0.1 0.2
C 1.66534 -2.86975 0.93768 -0.1 0.2 0.4
C 2.82831 -3.29023 0.36776 -0.1 -0.1 -0.1
C 3.48163 -4.28990 1.13788 0.1 -0.1 0.0
C 2.81013 -4.58950 2.28018 -0.2 0.1 0.1
S 1.37819 -3.66169 2.44164 0.2 -0.1 -0.2
C -0.47698 -2.51738 -0.44387 0.4 0.1 0.0
C -1.13245 -3.65260 0.27889 0.0 0.0 0.1
C -1.14563 -4.86499 -0.36759 -0.1 0.0 0.1
C -0.50414 -4.87647 -1.58676 0.0 -0.1 -0.1
S 0.21113 -3.33741 -1.96903 -0.1 0.3 0.1
H 2.24140 0.19821 1.48612 0.0 0.0 0.0
H 3.41958 1.95495 -0.07490 0.0 0.0 0.0
H 2.86138 1.48994 -2.61013 0.0 0.0 0.0
H 3.20613 -2.91728 -0.57441 0.0 0.0 0.0
H 4.41573 -4.75526 0.85828 0.0 0.0 0.0
H 3.07763 -5.29873 3.04718 0.0 0.0 0.0
H -1.58061 -3.47258 1.24546 0.0 0.0 0.0
H -1.63138 -5.74077 0.04127 0.0 0.0 0.0
H -0.40361 -5.69215 -2.28438 0.0 0.0 0.0
I -1.72352 -2.50199 -4.26420 0.0 0.0 0.0
C -1.47458 -1.37904 -0.72201 0.1 0.2 0.1
H -1.33605 -0.97372 -1.72293 0.0 0.0 -0.1
H -2.49677 -1.75550 -0.63936 0.0 0.1 0.0
```
Positions in Å, forces in eV/Å.

Results
lowest unoccupied orbital energy (alpha / beta): -0.127 / -0.156 hartree
strongest force on any atom: 0.0210 hartree/bohr
calculated total energy: -8300.29750 a.u.
HOMO level (alpha / beta): -8.95 / -10.67 eV
energy relative to the best compared isomer or geometry (same formula, charge and spin): 21.94 kcal/mol
2S+1: 6
charge: +1
Kohn-Sham gap (alpha / beta): 5.5 / 6.4 eV
expectation value of S²: 8.802

***

4.
C24H22BrN3O4 | the ωB97M-V functional and the def2-TZVPD basis

Geometry as XYZ:
```
54
Properties=species:S:1:pos:R:3:forces:R:3
C -1.67910 2.38488 1.97441 -0.3 0.2 -0.1
O -0.77133 1.54701 2.65541 0.5 -0.1 0.1
C 0.52383 1.47343 2.24191 0.1 -0.1 0.1
C 1.08275 2.31529 1.28708 -0.3 0.1 0.0
C 2.40805 2.17036 0.91595 0.0 -0.1 0.0
C 3.19357 1.17721 1.47374 0.1 0.0 0.0
C 2.63962 0.31941 2.40530 -0.1 0.0 0.1
C 1.32059 0.46312 2.81340 -0.2 0.2 -0.3
C 0.71192 -0.58677 3.67676 -0.1 0.2 0.3
O 0.96382 -1.76955 3.50275 0.1 -0.2 -0.1
N -0.16681 -0.16725 4.62445 0.2 0.1 0.3
C -1.22376 -1.05260 5.08586 -0.1 -0.1 -0.1
C -2.34259 -0.91958 4.03916 0.1 -0.1 0.3
O -3.36203 -0.30618 4.21599 -0.1 0.2 0.1
N -1.94448 -1.46081 2.84129 0.7 -0.9 -0.1
N -2.32930 -0.89708 1.67852 -0.5 0.7 -0.5
C -1.52118 -0.97282 0.69913 0.4 -0.6 0.7
C -1.77560 -0.28471 -0.54688 0.1 0.3 -0.7
C -3.04788 0.18020 -0.86562 0.2 0.0 -0.1
C -3.24895 0.87241 -2.04242 -0.2 0.1 -0.1
Br -4.99069 1.51047 -2.47355 0.2 -0.1 0.0
C -2.20233 1.11321 -2.91642 -0.2 0.0 0.1
C -0.93060 0.66630 -2.60285 0.2 0.0 0.0
C -0.69623 -0.02899 -1.42132 -0.6 0.1 0.1
O 0.51890 -0.46632 -1.00854 -0.1 -0.2 0.1
C 1.65831 -0.19937 -1.79949 0.4 0.1 0.0
C 1.67534 -0.92406 -3.12387 -0.1 0.0 0.1
C 1.02391 -2.14126 -3.26797 0.0 0.0 0.1
C 1.04596 -2.80511 -4.48156 0.0 -0.1 0.0
C 1.72695 -2.26310 -5.55781 0.0 0.0 -0.1
C 2.38575 -1.05316 -5.41719 0.1 0.0 -0.1
C 2.35707 -0.38405 -4.20683 0.0 0.0 0.2
H -2.65480 2.14113 2.39156 0.0 0.0 -0.1
H -1.68500 2.17822 0.90109 0.0 0.0 0.0
H -1.45408 3.44124 2.15048 0.0 0.0 0.0
H 0.48535 3.08833 0.82978 -0.1 0.1 0.0
H 2.82448 2.84097 0.17847 0.0 0.1 -0.1
H 4.22432 1.06446 1.17525 0.1 0.0 0.0
H 3.21857 -0.48552 2.83191 0.0 -0.1 0.0
H -0.40511 0.81360 4.63027 0.1 -0.1 -0.1
H -1.57915 -0.72908 6.06371 0.0 -0.1 -0.1
H -0.82828 -2.06860 5.13764 -0.1 0.1 0.1
H -1.05740 -1.97554 2.83427 -0.2 0.3 0.1
H -0.56310 -1.49621 0.78173 -0.1 0.0 0.1
H -3.85293 -0.01147 -0.17455 -0.1 0.0 0.0
H -2.37341 1.64896 -3.83711 0.0 0.0 -0.1
H -0.12829 0.85843 -3.29654 0.1 0.0 0.0
H 2.49322 -0.54366 -1.17819 -0.1 0.1 -0.1
H 1.77232 0.88281 -1.95028 0.0 -0.1 0.0
H 0.49631 -2.56467 -2.42596 -0.1 0.0 0.1
H 0.53184 -3.74889 -4.58499 0.0 -0.1 0.0
H 1.74488 -2.78166 -6.50453 0.0 0.0 -0.1
H 2.91936 -0.62643 -6.25338 0.0 0.0 -0.1
H 2.86741 0.56304 -4.09941 0.0 0.1 0.0
```
Positions in Å, forces in eV/Å.

Results
lowest unoccupied orbital energy: 0.007 hartree
strongest force on any atom: 0.0219 hartree/bohr
calculated total energy: -3966.99537 a.u.
HOMO level: -8.32 eV
energy relative to the best compared isomer or geometry (same formula, charge and spin): 3.63 kcal/mol
2S+1: 1
Kohn-Sham gap: 8.5 eV